1.
C2H2N2O | ωB97M-V/def2-TZVPD

LUMO energy (eV): 1.15
Frontier orbital gap (eV): 12.1
Total charge: 0
E_tot (eV): -7129.59092
SMILES string: N#[N+][O-].C#C
Energy relative to the best compared isomer or geometry (same formula, charge and spin) (kcal/mol): 98.07

Cartesian coordinates (Å):
N 1.62 -1.25 0.22
N 2.05 -0.26 0.12
O 2.39 0.84 -0.01
C -1.10 -0.11 -0.41
C -1.81 0.41 0.38
H -0.48 -0.18 -1.25
H -2.67 0.55 0.95

---

2.
C2H2N2O | ωB97M-V/def2-TZVPD

LUMO energy (eV): 0.65
Frontier orbital gap (eV): 11.6
Total charge: 0
E_tot (eV): -7131.71325
SMILES string: [H]/N=C/OC#N
Energy relative to the best compared isomer or geometry (same formula, charge and spin) (kcal/mol): 49.13

Cartesian coordinates (Å):
H 1.35 -0.82 0.33
N 0.38 -1.02 0.31
C -0.55 -0.27 0.06
O -1.96 -0.81 0.16
C -2.95 -0.10 -0.07
N -3.88 0.54 -0.18
H -0.73 0.84 -0.35

---

3.
C2H2N2O | ωB97M-V/def2-TZVPD

LUMO energy (eV): 0.79
Frontier orbital gap (eV): 12.0
Total charge: 0
E_tot (eV): -7133.06676
SMILES string: N=C=O.C#N
Energy relative to the best compared isomer or geometry (same formula, charge and spin) (kcal/mol): 17.91

Cartesian coordinates (Å):
N 2.92 -0.15 1.39
C 3.24 0.26 0.35
O 3.48 0.48 -0.76
H 2.41 -0.02 2.21
C -0.06 0.75 -0.75
N -0.52 0.10 0.07
H 0.27 1.36 -1.53

---

4.
C2H2N2O | ωB97M-V/def2-TZVPD

LUMO energy (eV): 0.38
Frontier orbital gap (eV): 11.5
Total charge: 0
E_tot (eV): -7132.01281
Energy relative to the best compared isomer or geometry (same formula, charge and spin) (kcal/mol): 42.22

Cartesian coordinates (Å):
C 0.76 -1.02 2.31
C -0.28 0.51 -1.51
N 0.43 -0.21 1.57
N -0.37 -0.33 -0.66
O 0.10 1.35 -2.20
H 0.37 0.81 1.24
H -1.01 -1.11 -0.75

---

5.
C2H2N2O2 | ωB97M-V/def2-TZVPD

LUMO energy (eV): -0.31
Frontier orbital gap (eV): 11.5
Total charge: 0
E_tot (eV): -9177.57440
SMILES string: N#CC[N+](=O)[O-]
Energy relative to the best compared isomer or geometry (same formula, charge and spin) (kcal/mol): 97.13

Cartesian coordinates (Å):
N 0.59 1.50 2.03
C 0.35 0.71 1.22
C -0.23 -0.31 0.30
N 0.11 -0.06 -1.13
O 1.25 -0.11 -1.47
O -0.79 0.00 -1.91
H 0.12 -1.31 0.64
H -1.41 -0.42 0.33

---

6.
C2H2N2O2 | ωB97M-V/def2-TZVPD

LUMO energy (eV): -2.19
Frontier orbital gap (eV): 10.2
Total charge: 0
E_tot (eV): -9174.95937
Energy relative to the best compared isomer or geometry (same formula, charge and spin) (kcal/mol): 157.43

Cartesian coordinates (Å):
C -1.74 -0.28 -0.04
C 0.15 0.62 -0.03
N -2.80 -0.61 -0.05
N 1.08 -0.43 -0.02
O 1.63 -0.67 -1.06
O 1.21 -0.93 1.09
H 0.18 1.19 -0.85
H 0.29 1.11 0.95

---

7.
C2H2N2O2 | ωB97M-V/def2-TZVPD

LUMO energy (eV): 0.42
Frontier orbital gap (eV): 11.1
Total charge: 0
E_tot (eV): -9179.17226
SMILES string: Oc1ncno1
Energy relative to the best compared isomer or geometry (same formula, charge and spin) (kcal/mol): 60.28

Cartesian coordinates (Å):
O 2.03 -0.35 -0.12
C 0.64 -0.08 0.07
N -0.17 0.85 -0.01
C -1.39 0.25 -0.07
N -1.32 -1.01 -0.12
O -0.01 -1.27 0.08
H 2.46 0.60 0.07
H -2.24 1.03 0.09

---

8.
C2H2N2O2 | ωB97M-V/def2-TZVPD

LUMO energy (eV): -0.12
Frontier orbital gap (eV): 11.1
Total charge: 0
E_tot (eV): -9178.73874
SMILES string: N#CC(=O)NO
Energy relative to the best compared isomer or geometry (same formula, charge and spin) (kcal/mol): 70.28

Cartesian coordinates (Å):
N 0.92 1.92 2.07
C 0.77 0.95 1.34
C 0.16 -0.23 0.60
O -0.16 -1.25 1.18
N -0.01 -0.02 -0.75
O -1.04 -0.81 -1.30
H -0.03 0.87 -1.15
H -0.60 -1.43 -2.00

---

> Which of these has the highest E_tot?

number 1

---

> Which of these has the highest LUMO energy?

number 1